[1]
DFT (ωB97M-V/def2-TZVPD) results for a molecular structure, C34H39F5N8O6S2Ta.

```
95
Properties=species:S:1:pos:R:3:forces:R:3:lowdin_charge:R:1
Ta -0.4416 -0.5431 0.0021 -0.32 -0.33 0.40 1.837
C 2.2201 -1.1259 2.0669 0.08 -0.05 0.03 -0.073
N 2.0970 -0.7643 0.6396 -0.76 0.05 -0.16 -0.077
C 2.6134 -1.8217 -0.2343 0.16 0.03 -0.12 -0.095
C 1.6258 -2.9294 -0.1830 0.05 -0.06 -0.05 -0.317
N 0.3302 -2.7183 0.0148 -0.51 0.79 0.27 0.038
C -0.2887 -3.9970 -0.0549 0.08 -0.02 -0.04 -0.180
C -1.6128 -4.4259 0.0388 -0.02 -0.03 -0.09 -0.029
C -1.8601 -5.7753 -0.0985 0.03 0.01 0.00 -0.026
C -0.8316 -6.7034 -0.3230 0.00 -0.01 -0.01 -0.030
C 0.4801 -6.2993 -0.4206 0.07 -0.02 0.00 0.019
C 0.7188 -4.9377 -0.2805 -0.11 0.07 -0.03 -0.160
N 1.9076 -4.2176 -0.3443 -0.02 -0.13 -0.09 0.217
C 1.0087 -0.6859 2.8114 0.14 0.01 0.09 -0.303
N -0.0877 -0.2458 2.2086 -0.59 -0.16 -0.49 -0.018
C -0.9675 0.1453 3.2468 -0.01 -0.02 0.01 -0.200
C -2.2345 0.7190 3.2068 -0.03 0.00 -0.04 -0.017
C -2.8346 1.0025 4.4182 0.01 -0.03 0.03 -0.032
C -2.2021 0.7205 5.6393 0.01 0.01 -0.02 -0.025
C -0.9417 0.1605 5.6864 0.04 -0.03 0.07 0.030
C -0.3443 -0.1108 4.4642 0.00 -0.02 -0.08 -0.150
N 0.9103 -0.6325 4.1357 -0.10 0.02 0.06 0.228
H 3.1115 -0.6837 2.5183 0.04 -0.02 -0.05 0.157
H 2.3144 -2.2109 2.1584 0.02 0.01 -0.01 0.147
H 2.6032 0.0979 0.4488 -0.08 0.08 -0.05 0.122
H 3.6107 -2.1663 0.0524 -0.02 0.02 0.05 0.153
H 2.6816 -1.4247 -1.2490 0.03 0.02 0.04 0.120
H -2.4262 -3.7398 0.1954 0.02 -0.15 -0.08 0.053
H -2.8790 -6.1315 -0.0344 -0.01 0.01 0.00 0.125
H -1.0758 -7.7510 -0.4299 0.00 0.00 0.01 0.127
H 1.2818 -7.0017 -0.6043 0.00 -0.01 0.01 0.131
H 2.8193 -4.6110 -0.5316 0.01 0.06 0.05 0.195
H -2.7235 0.9379 2.2684 -0.03 -0.04 0.01 0.088
H -3.8166 1.4563 4.4342 0.00 0.00 -0.02 0.125
H -2.7090 0.9574 6.5643 -0.01 0.00 0.00 0.128
H -0.4487 -0.0495 6.6258 0.00 0.01 0.00 0.133
H 1.6182 -0.9234 4.7957 0.03 0.04 -0.02 0.197
C -2.5844 2.8926 0.4747 0.09 0.04 0.03 -0.078
O -2.4256 1.5235 0.0469 0.18 0.08 0.06 -0.270
H -3.4840 3.0045 1.0789 0.00 -0.02 0.00 0.102
H -2.6427 3.5649 -0.3812 0.01 -0.01 -0.01 0.094
H -1.7185 3.1469 1.0834 0.00 -0.02 0.00 0.085
H -3.1618 1.2956 -0.5371 0.00 -0.17 0.08 0.065
F -6.0117 -2.0117 4.2210 0.04 -0.01 -0.08 0.187
C -5.2750 -1.8766 3.1396 -0.02 -0.02 0.12 -0.114
C -5.8121 -1.2875 2.0021 -0.10 0.06 0.00 -0.123
F -7.0657 -0.8814 2.0016 0.04 -0.01 -0.01 0.179
C -5.0165 -1.1025 0.8837 0.11 0.08 0.04 -0.225
F -5.5206 -0.4962 -0.1863 -0.02 0.00 0.01 0.117
C -3.6870 -1.5089 0.8745 0.05 -0.02 0.12 -0.466
S -2.7179 -1.2935 -0.5834 1.15 0.15 0.44 0.809
C -3.1920 -2.1281 2.0140 0.22 0.01 -0.09 -0.249
F -1.8994 -2.5335 2.0223 -0.11 0.36 0.32 0.038
C -3.9521 -2.3010 3.1485 -0.01 -0.05 0.08 -0.139
F -3.4197 -2.8305 4.2404 -0.04 0.02 -0.09 0.159
C 5.2455 1.8733 -3.8451 -0.04 -0.03 0.02 -0.094
C 4.7030 3.2352 -3.4308 -0.09 -0.10 0.06 -0.279
S 3.2011 3.0325 -2.5094 0.00 0.11 -0.04 0.692
O 2.1909 2.4104 -3.3450 0.35 0.09 -0.17 -0.330
O 3.4501 2.3833 -1.2350 0.21 -0.14 -0.05 -0.311
C 2.6739 4.7108 -2.1517 0.13 -0.15 0.02 -0.177
C 1.2319 4.7412 -1.6497 0.10 0.00 -0.08 -0.082
N 0.9533 3.6120 -0.7440 -0.20 0.32 0.25 0.066
C 0.2416 2.5274 -1.0743 0.11 -0.35 -0.24 -0.303
N 0.3403 1.6048 -0.1001 -0.27 -0.83 0.31 -0.016
C 1.1011 2.1610 0.9063 0.07 0.09 -0.11 -0.049
C 1.4826 3.3857 0.5079 -0.19 -0.02 0.07 -0.134
N 2.2788 4.3043 1.2864 -0.01 -0.08 -0.05 -0.311
O 2.5219 5.3862 0.8048 0.02 0.18 -0.11 0.134
O 2.6248 3.8967 2.3683 0.06 -0.07 0.13 0.142
C -0.5042 2.3765 -2.3468 -0.06 0.07 0.02 0.019
H 6.1482 2.0155 -4.4348 0.01 0.00 0.01 0.096
H 4.5212 1.3354 -4.4544 0.00 0.01 -0.04 0.079
H 5.4941 1.2712 -2.9726 0.05 0.01 0.01 0.080
H 4.4276 3.8492 -4.2896 0.07 0.01 -0.01 0.118
H 5.3926 3.7812 -2.7856 -0.01 0.03 -0.01 0.121
H 2.7602 5.3033 -3.0621 -0.01 0.00 -0.01 0.129
H 3.3658 5.0891 -1.4013 0.02 0.06 -0.03 0.108
H 0.5409 4.6613 -2.4832 -0.04 -0.03 0.04 0.132
H 1.0530 5.6722 -1.1193 -0.04 -0.01 -0.03 0.143
H 1.3451 1.6848 1.8342 -0.09 0.02 0.06 0.117
H -1.1884 3.2108 -2.5034 -0.06 0.00 0.07 0.113
H -1.0740 1.4563 -2.3312 -0.09 0.07 0.01 0.052
H 0.2048 2.3574 -3.1771 -0.18 -0.03 0.10 0.078
C 1.2538 -0.9700 -3.6857 -0.02 0.15 0.20 -0.011
C -0.1264 -1.2329 -3.1229 0.09 -0.31 -0.61 -0.393
C -1.2348 -0.6265 -3.9653 0.02 0.12 0.20 -0.023
O -0.2120 -0.7326 -1.7456 0.41 0.35 -0.75 -0.400
H 1.2462 -1.2421 -4.7403 0.02 -0.01 -0.02 0.114
H 2.0189 -1.5725 -3.1960 -0.01 -0.02 -0.05 0.071
H 1.5165 0.0876 -3.6047 -0.02 -0.04 -0.04 0.073
H -0.2975 -2.3084 -3.0290 -0.03 0.03 0.24 0.152
H -0.9536 0.3567 -4.3407 -0.03 -0.02 -0.01 0.089
H -2.1708 -0.5537 -3.4103 -0.02 -0.05 -0.03 0.070
H -1.4078 -1.2813 -4.8178 0.02 0.01 -0.03 0.112
```
Positions in Å, forces in eV/Å.

## Properties
**ΔE to the lowest compared entry with this formula, charge and spin**: 27.6 kcal per mole
**Calculated total energy**: -96883.05485 eV
**Frontier orbital gap**: 7.1 eV
**Highest occupied orbital energy**: -16.27 eV
**Largest force on an atom**: 0.0241 Eh/bohr
**Charge**: +3

---

[2]
DFT (ωB97M-V/def2-TZVPD) results for a molecular structure, C34H39GaN5O.

```
80
Properties=species:S:1:pos:R:3:forces:R:3:lowdin_charge:R:1
Ga -0.3432 -0.0917 0.1489 2.74 -1.32 2.78 0.720
N 0.9155 -2.8942 3.1949 -0.56 -1.08 -0.18 0.055
N 0.3479 -2.3341 -1.1498 -0.31 2.07 0.38 0.016
C 1.5682 2.0123 -0.0598 0.91 -1.29 0.51 -0.276
C 2.7285 1.3213 0.3346 -1.62 0.53 0.32 -0.232
C 2.5752 0.9366 1.7190 -1.16 1.23 0.06 -0.252
C 3.4629 0.0513 2.5063 0.42 0.00 0.37 -0.064
H 4.3518 -0.2321 1.9350 -0.01 -0.02 0.15 0.061
H 2.9328 -0.8634 2.8110 -0.01 0.17 -0.14 0.060
H 3.7890 0.5597 3.4243 0.11 -0.10 -0.08 0.075
C 1.3733 1.4611 2.2074 0.25 -0.82 -1.51 -0.266
C 0.8508 1.2617 3.5877 0.17 -0.25 0.52 -0.067
H 1.3820 1.9103 4.3203 -0.31 -0.28 -0.30 0.078
H 0.9946 0.2068 3.9105 -0.10 0.40 -0.21 0.072
H -0.2206 1.4962 3.6461 0.15 0.00 0.05 0.056
C 0.6118 1.9620 1.0554 0.19 -0.41 0.14 -0.338
C -0.4783 2.9728 1.2385 -0.02 0.54 0.09 -0.098
H -1.2205 2.6185 1.9633 -0.03 0.09 -0.14 0.055
H -0.9867 3.2011 0.2943 -0.07 -0.03 0.14 0.060
H -0.0759 3.9259 1.6301 -0.15 -0.17 -0.09 0.083
C 3.9236 1.0383 -0.4960 0.36 -0.07 -0.24 -0.055
H 4.6851 1.8268 -0.3659 -0.06 -0.24 -0.13 0.078
H 3.6678 0.9909 -1.5673 0.15 -0.02 0.29 0.056
H 4.3800 0.0815 -0.1934 -0.09 0.28 -0.26 0.070
C 1.3818 2.7591 -1.3315 0.00 0.11 -0.44 -0.054
H 0.3318 3.0416 -1.4789 0.17 -0.05 -0.08 0.064
H 1.6888 2.1480 -2.1940 -0.10 0.22 0.05 0.065
H 1.9834 3.6890 -1.3586 -0.21 -0.29 0.02 0.085
C 0.3290 -3.7420 4.0370 0.22 0.14 -1.08 -0.232
H 0.8489 -3.8808 4.9917 -0.25 -0.07 -0.15 0.083
C -0.8762 -4.4013 3.7544 -0.18 -0.29 0.00 -0.162
H -1.3129 -5.0150 4.5238 -0.24 -0.16 0.13 0.067
C -1.4696 -4.2808 2.4873 0.40 0.24 0.21 -0.133
H -2.3927 -4.8029 2.2240 0.24 -0.04 0.22 0.090
C -0.8652 -3.4549 1.5570 1.09 1.01 -0.11 -0.090
H -1.1509 -3.3463 0.4945 -0.06 -0.14 0.88 0.074
C 0.2882 -2.6577 1.9809 -0.13 2.15 -0.01 -0.411
C 0.7104 -1.3469 1.4056 1.41 -1.86 -1.50 -0.174
H 1.8622 -1.5467 0.9647 -2.74 0.90 1.44 0.096
C -0.1017 -1.1704 -1.5677 -0.47 0.28 -1.78 -0.228
C 0.9773 -2.9057 -2.1609 -0.22 -1.05 -2.08 -0.169
H 1.5230 -3.7658 -1.8861 0.50 -1.17 -0.55 0.089
C 0.7740 -2.2746 -3.3684 -0.23 0.51 1.37 -0.066
H 1.0515 -2.5909 -4.3740 -0.29 0.42 0.48 0.103
N 0.0811 -1.0817 -3.0073 0.75 -1.93 1.46 -0.017
C -0.0216 0.0646 -3.8099 0.47 0.30 0.43 -0.144
C 1.0988 0.4522 -4.5847 -1.13 0.44 0.19 -0.191
C 0.9554 1.6136 -5.3518 -0.30 -0.20 0.42 -0.013
H 1.7742 1.9196 -6.0013 -0.13 0.04 0.11 0.112
C -0.1967 2.3993 -5.2606 -0.31 -0.24 -0.17 -0.280
C -0.3843 3.5917 -6.1509 0.01 0.29 -0.09 -0.069
H -0.9271 4.3796 -5.6118 0.17 -0.07 -0.22 0.076
H -0.9736 3.3318 -7.0461 0.20 0.08 0.26 0.082
H 0.5868 3.9786 -6.4792 -0.22 0.06 0.00 0.072
C -1.2371 2.0311 -4.4032 0.40 -0.30 0.02 -0.014
H -2.1260 2.6499 -4.3047 0.12 0.05 -0.13 0.115
C -1.1709 0.8550 -3.6629 0.71 -0.08 -0.45 -0.200
C -2.2811 0.4508 -2.7445 -0.71 0.46 0.02 -0.057
H -2.4693 -0.6307 -2.7437 0.16 0.33 0.10 0.094
H -3.1835 0.9732 -3.0893 0.00 -0.18 0.16 0.079
H -2.0977 0.7838 -1.7049 -0.05 -0.23 -0.55 0.032
C 2.4132 -0.2632 -4.5222 0.70 0.15 -0.54 -0.048
H 2.3664 -1.2957 -4.8885 0.16 0.46 0.22 0.058
H 2.8627 -0.2518 -3.5126 -0.41 -0.16 -0.33 0.091
H 3.1028 0.2757 -5.1858 -0.01 -0.10 0.17 0.076
N -1.6169 -1.7381 5.3175 -0.74 2.85 0.49 0.135
C -2.9348 -1.6742 4.7972 0.72 -0.72 0.76 -0.471
O -3.8584 -2.3415 5.2469 0.61 0.68 -0.39 0.045
C -3.0731 -0.8342 3.5634 -0.03 -0.11 -0.68 -0.111
C -4.3260 -0.3967 3.1060 0.45 0.03 0.07 0.000
C -4.3852 0.2739 1.8890 0.04 -0.01 -0.15 -0.052
C -3.2295 0.4108 1.1071 -0.13 -0.54 0.82 -0.106
N -2.0534 -0.1355 1.4851 -0.74 0.93 0.31 0.034
C -1.9633 -0.6834 2.7298 -0.04 -0.08 -0.62 -0.041
H -1.5950 -2.2233 6.2221 0.02 0.29 -0.63 0.107
H -1.1733 -0.7433 5.3679 -0.76 -2.60 -0.20 0.146
H -5.2031 -0.5847 3.7262 0.17 0.11 -0.23 0.120
H -5.3291 0.6689 1.5202 0.19 -0.03 0.07 0.101
H -3.2490 0.9635 0.1646 0.00 -0.31 0.24 0.103
H -0.9792 -1.0643 3.0268 -0.23 0.26 -0.43 0.091
```
Positions in Å, forces in eV/Å.

## Properties
**ΔE to the lowest compared entry with this formula, charge and spin**: 53.4 kcal per mole
**Calculated total energy**: -97761.53192 eV
**Frontier orbital gap (spin up / spin down)**: 3.8 / 3.6 eV
**Highest occupied orbital energy (spin up / spin down)**: -1.55 / -1.41 eV
**Largest force on an atom**: 0.0802 Eh/bohr
**Charge**: -1